# 1
Entry from OMol25: C6H15AgO3 as an isolated structure at a distorted geometry (ωB97M-V with the def2-TZVPD basis set).

CARTESIAN COORDINATES (ANGSTROEM)
H 0.83949 -1.92372 0.30495
C 2.87693 0.63200 1.76084
O 1.78123 0.75848 0.86068
C 2.15630 1.12252 -0.46473
C 0.88386 1.37739 -1.23134
O 0.01420 0.27493 -0.97971
C -1.39380 0.47278 -1.37413
C -2.18314 -0.71848 -0.89783
O -1.89331 -0.88770 0.48832
C -2.66529 -1.89467 1.13154
Ag 0.08308 -0.44808 0.98850
H 2.48277 0.25799 2.71112
H 3.61748 -0.07712 1.36433
H 3.34537 1.61378 1.90967
H 2.73050 0.29811 -0.91460
H 2.77362 2.03136 -0.44632
H 1.08447 1.45744 -2.30797
H 0.41026 2.30874 -0.88656
H -1.43298 0.54119 -2.46952
H -1.79279 1.41812 -0.97768
H -1.89149 -1.63231 -1.43792
H -3.25964 -0.54045 -1.03095
H -2.33499 -1.94324 2.17456
H -3.73009 -1.63168 1.07837
H -2.50205 -2.86736 0.64638

Forces on the atoms, in the same order (eV/Å):
-0.13 0.15 0.38
0.55 0.02 0.26
1.06 1.00 0.29
0.29 -0.18 -0.24
-0.40 0.32 -0.34
-1.51 1.17 -2.73
0.98 0.31 -0.64
0.13 -0.24 -0.09
-1.40 -0.05 0.01
-0.38 -0.47 0.13
0.60 -1.98 2.44
0.12 0.14 -0.24
-0.18 0.15 0.11
-0.07 -0.23 0.00
-0.08 0.18 0.11
-0.11 -0.20 0.00
0.05 0.06 0.21
0.06 -0.17 -0.04
-0.08 -0.09 0.19
0.30 -0.22 0.21
-0.08 0.20 0.10
0.24 -0.01 -0.02
-0.17 0.02 -0.29
0.23 -0.08 0.08
-0.03 0.20 0.13

Summary:
Energy relative to the best compared isomer or geometry (same formula, charge and spin): 1.095 eV
HOMO-LUMO gap (alpha / beta): 0.358 / 0.297 Ha
E_LUMO (alpha / beta): -3.03 / -5.07 eV
Charge: +1
HOMO energy (alpha / beta): -0.4692 / -0.4839 Eh
2S+1: 2

Here are the Mulliken charges for atoms 1 to 2, given in e: 0.07 -0.73

=====

# 2
Entry from OMol25: C28H47F6N3NaO8PS4 as an isolated structure at a distorted geometry (ωB97M-V with the def2-TZVPD basis set).

CARTESIAN COORDINATES (ANGSTROEM)
Na -31.84181 11.00230 -30.06149
P -33.54302 13.25571 -27.20603
F -35.10770 12.84808 -27.19372
F -33.68429 13.96611 -25.68969
F -33.23849 11.74734 -26.54126
F -31.96334 13.63231 -27.28410
F -33.44247 12.55973 -28.72936
F -34.01965 14.65966 -27.93874
C -38.71521 15.96055 -26.18588
C -37.66793 14.97332 -26.62069
C -38.40329 13.57854 -26.73373
S -39.99149 13.95796 -27.53104
O -41.11898 13.26368 -26.87588
O -39.86848 13.88504 -28.98750
C -39.98220 15.71577 -27.01477
H -38.32883 16.97977 -26.18349
H -38.94152 15.73734 -25.14326
H -36.75441 14.98105 -26.02612
H -37.39201 15.26548 -27.63390
H -38.74120 13.27842 -25.74184
H -37.91449 12.75230 -27.24996
H -40.86829 15.86244 -26.39717
H -40.07423 16.28614 -27.93905
C -29.11361 9.38789 -24.63118
C -27.88728 9.07723 -25.61144
C -28.45475 8.89147 -27.02650
S -30.26207 9.29054 -27.08231
O -30.98006 8.05438 -26.97075
O -30.55313 10.18000 -28.15631
C -30.20463 10.18374 -25.47807
H -28.82155 9.88012 -23.70354
H -29.60259 8.48422 -24.26734
H -27.18111 8.30209 -25.31380
H -27.28765 9.98735 -25.59695
H -28.39981 7.89641 -27.46803
H -27.93429 9.60789 -27.66208
H -31.22218 10.18937 -25.08733
H -29.80633 11.19059 -25.60347
C -36.46804 13.67740 -30.76574
C -36.43096 12.20874 -30.43385
C -35.49932 11.49342 -31.45018
S -34.32531 12.73522 -32.10323
O -34.62003 12.93323 -33.48202
O -32.94967 12.47282 -31.63816
C -35.02928 14.13126 -31.07333
H -36.81813 14.27442 -29.92367
H -37.10792 14.01165 -31.58239
H -37.45137 11.84450 -30.31476
H -35.92218 12.10891 -29.47506
H -36.11717 11.18766 -32.29448
H -34.93574 10.59621 -31.19429
H -34.86719 15.01786 -31.68634
H -34.44936 14.08834 -30.15140
C -31.41116 15.92851 -31.41903
C -30.03037 16.19222 -31.89691
C -29.14515 15.07751 -31.23986
S -29.70519 14.97068 -29.50458
O -28.88575 15.98824 -28.79140
O -29.73787 13.58169 -29.06648
C -31.45716 15.70601 -29.89265
H -31.85210 15.05611 -31.90130
H -32.09825 16.71095 -31.74118
H -29.60335 17.14684 -31.58957
H -29.99168 15.96010 -32.96120
H -28.06026 15.17965 -31.26592
H -29.38630 14.11157 -31.68359
H -31.64437 16.60700 -29.30848
H -32.13970 14.93952 -29.52556
N -30.63353 14.50663 -24.58978
C -29.53611 14.42105 -25.44924
C -28.43178 15.00664 -24.94465
C -28.83750 15.40367 -23.67585
C -30.18748 15.12778 -23.42541
H -31.56069 14.14102 -24.75350
H -29.60283 13.90634 -26.39635
H -27.43279 15.08226 -25.34802
H -28.18357 15.98248 -23.04044
H -30.94775 15.29263 -22.67628
N -35.85988 11.43057 -24.74247
C -36.71003 12.04210 -23.87589
C -37.43926 11.08043 -23.13847
C -37.07067 9.82368 -23.63886
C -36.06933 10.05427 -24.58065
H -35.25484 11.78009 -25.47176
H -36.71611 13.12174 -23.84872
H -38.21786 11.17314 -22.39579
H -37.48920 8.87805 -23.32739
H -35.42457 9.35981 -25.09874
N -34.05575 10.62340 -22.51397
C -33.64656 10.20238 -21.25933
C -32.24102 10.37648 -21.13058
C -31.86619 10.92949 -22.37750
C -32.98053 11.08805 -23.19050
H -34.99790 10.65282 -22.87674
H -34.40420 9.79592 -20.60575
H -31.58537 10.25629 -20.28084
H -30.92067 11.17448 -22.83834
H -33.03093 11.43909 -24.21062

Forces on the atoms, in the same order (eV/Å):
0.04 0.59 0.54
-0.10 0.34 0.22
-0.21 -0.07 0.33
0.31 -1.08 -1.75
0.21 1.55 -0.36
-1.52 -0.35 0.24
0.39 0.05 0.55
0.96 -0.72 0.63
-0.28 -0.25 0.74
-0.25 -1.19 -1.49
-0.19 0.91 0.51
-0.89 -0.13 0.18
1.80 0.87 -0.89
0.10 0.03 1.09
-0.33 -0.02 0.11
-0.24 0.05 -0.35
-0.22 0.09 0.16
-0.20 -0.29 0.12
0.40 -0.13 -0.18
0.27 -0.30 0.11
0.10 0.25 0.03
-0.08 -0.02 -0.26
0.18 0.06 0.08
-0.72 -0.81 -0.94
-1.36 0.95 0.72
-0.15 0.28 -0.60
2.59 -0.23 3.00
-0.38 -0.06 0.01
-0.71 1.06 -1.84
1.09 -0.88 0.29
0.09 0.49 -0.39
0.13 -0.32 -0.26
-0.56 -0.30 0.18
0.00 0.09 -0.20
0.18 -0.03 0.22
-0.32 -0.15 -0.38
0.20 -0.02 0.23
-0.38 0.14 -0.53
0.61 1.84 -0.50
1.14 -0.38 0.56
-0.80 -0.10 -0.90
-1.00 0.63 2.85
0.39 0.13 -1.05
-0.61 -0.38 -0.54
0.55 -1.52 -0.58
-0.03 -0.20 0.22
-0.19 -0.66 -0.22
0.23 -0.49 -0.38
-0.25 0.10 0.28
0.23 0.16 -0.35
-0.11 0.19 0.69
-0.22 0.10 0.31
0.17 0.36 -0.19
-1.84 -0.13 0.80
2.00 -1.63 0.32
-0.84 -0.27 0.11
0.77 2.54 -0.19
-1.59 -1.91 -0.76
-0.19 0.74 -0.22
1.14 -0.82 0.25
0.41 -0.36 -0.08
0.04 0.35 0.34
-0.31 0.18 -0.40
0.19 0.81 -0.13
-0.16 0.37 0.18
-0.11 -0.07 -0.06
0.53 -0.03 0.03
-0.06 0.03 -0.33
2.08 0.20 -0.02
-1.75 -1.21 -1.68
-0.38 -0.44 0.58
-0.52 1.57 2.53
0.53 -0.47 -1.86
0.22 0.08 -0.12
-0.37 0.10 -0.03
-0.28 -0.03 -0.16
-0.18 -0.11 0.39
0.62 0.25 0.34
-1.12 -2.77 0.85
-0.71 0.42 0.85
0.34 1.05 -1.10
1.29 0.24 -0.88
-0.20 0.02 -0.46
-0.15 0.45 0.30
-0.14 -0.06 0.23
0.18 0.64 -0.05
0.29 -0.01 -0.07
-0.21 0.01 -0.12
0.82 -0.04 1.20
0.70 0.14 -0.17
-2.01 0.32 -1.03
-0.11 0.40 -1.43
0.71 -0.37 0.40
0.14 -0.22 0.49
0.25 0.07 0.19
-0.34 -0.31 0.00
0.40 0.05 0.74
-0.13 0.04 0.14

Summary:
HOMO-LUMO gap: 0.250 Ha
E_LUMO: -0.73 eV
HOMO energy: -0.2772 Eh

Here are the Mulliken charges for atoms 1 to 2, given in e: 0.98 1.93